(1)
Entry from OMol25: a structure of composition C6H6N2 in a non-equilibrium geometry (ωB97M-V/def2-TZVPD).

Energy ... -341.61072 a.u.
Energy relative to the best compared isomer or geometry (same formula, charge and spin) ... 70.2 kcal per mole
Multiplicity ... 1
HOMO-LUMO gap ... 8.3 eV
Charge ... 0

Structure (XYZ):
```
14
Properties=species:S:1:pos:R:3:forces:R:3:lowdin_charge:R:1
N -0.120885 0.953440 1.382102 -0.8 1.3 1.8 0.087
N 0.035938 -0.834336 -1.382051 1.5 -7.0 -5.6 -0.026
C -0.614600 -0.364682 -0.346475 1.0 0.6 3.5 -0.278
C 1.236217 -0.104584 -1.642045 0.6 -4.5 -1.1 -0.158
C 0.284053 0.512002 0.216838 1.6 1.5 -1.2 -0.334
C -1.312069 0.291631 1.617173 0.4 1.8 3.3 -0.142
C 1.464592 0.651705 -0.522915 1.6 1.3 -3.5 -0.047
C -1.590540 -0.589940 0.688014 -0.2 -2.1 -3.8 -0.024
H -1.779826 0.430530 2.552970 -0.6 0.2 0.7 0.100
H 0.137764 -2.108892 -1.559347 -0.7 5.5 0.4 0.278
H 0.292229 1.805185 1.770095 -0.9 -0.7 0.3 0.173
H 2.279687 1.355559 -0.828941 -0.7 0.0 2.0 0.112
H 1.969501 -0.597548 -2.511962 -2.2 1.9 2.6 0.157
H -2.282062 -1.400070 0.566545 -0.7 0.2 0.7 0.101
```
Forces are in eV/Å.

---

(2)
Entry from OMol25: a structure of composition C24H24FeN3O8S2 (ωB97M-V/def2-TZVPD).

Energy ... -3755.36153 a.u.
Energy relative to the best compared isomer or geometry (same formula, charge and spin) ... 9.7 kcal per mole
Multiplicity ... 1
HOMO-LUMO gap (spin up / spin down) ... 7.2 / 7.2 eV
Charge ... -1

Structure (XYZ):
```
62
Properties=species:S:1:pos:R:3:forces:R:3:lowdin_charge:R:1
Fe -0.543854 0.805305 -0.033830 0.1 -0.1 0.1 0.564
S 2.759115 0.078671 0.532524 0.1 -0.1 0.1 1.042
S -1.436669 -2.579230 -1.005846 0.1 -0.1 0.1 1.034
O -2.995595 0.094849 3.123012 0.0 0.0 0.0 0.027
O 1.450909 0.232859 -0.172522 0.0 0.0 -0.1 -0.521
O -1.148269 0.137242 1.829382 0.0 0.0 0.1 -0.091
O -1.097197 -1.182484 -0.660082 -0.1 0.1 0.0 -0.506
O -0.640229 1.330046 -2.006099 0.0 0.0 -0.1 -0.088
O 0.129037 2.484543 0.790888 0.0 0.1 -0.1 -0.085
O 0.831072 4.151709 2.100958 0.0 0.0 0.0 -0.019
O -2.177036 1.926914 -3.544552 0.0 0.0 0.0 0.030
N -0.453709 4.352011 -1.168554 0.0 -0.1 0.0 0.019
N -2.374097 1.232242 -0.124926 0.0 0.1 0.0 0.075
N -0.248582 4.670029 0.193766 0.0 0.0 0.0 -0.041
C 0.638410 -1.999969 -4.399820 0.0 0.0 0.0 -0.055
C 1.347712 -2.223623 1.283304 0.1 0.0 -0.1 -0.220
C -1.815421 1.651279 -2.406350 0.1 0.0 0.1 -0.600
C -2.376865 0.374961 2.102268 0.1 0.0 -0.1 -0.569
C -0.429808 -3.638246 0.074014 0.0 0.0 0.0 -0.309
C -4.481001 1.331584 0.904423 0.0 0.0 -0.1 0.010
C 0.008370 -1.799064 -3.176634 0.0 0.0 0.0 -0.041
C 0.062576 -4.337293 -4.341866 0.0 0.0 0.0 -0.092
C -2.860425 1.645251 -1.285954 0.0 0.1 -0.2 -0.148
C 1.649928 1.076081 2.898056 0.0 0.0 0.1 -0.045
C -5.012602 1.819696 -0.285734 0.1 0.0 0.0 -0.050
C -3.130029 1.033058 0.943590 -0.1 0.0 0.2 -0.130
C -0.575682 -4.151194 -3.127141 0.0 0.0 0.0 -0.096
C 0.272480 3.711244 1.088974 0.0 0.0 0.1 -0.705
C 2.778875 0.889315 2.121174 0.0 0.0 -0.1 -0.380
C 3.033471 2.164224 4.545088 0.0 0.0 0.0 -0.081
C 1.791420 1.724789 4.117512 0.0 0.0 0.0 -0.051
C 1.037725 -3.224976 0.167626 -0.1 0.0 0.0 -0.228
C 4.029607 1.345225 2.524272 0.0 0.0 0.0 -0.108
C 4.158294 1.973190 3.751450 0.0 0.0 0.0 -0.093
C 2.764322 -1.663335 1.097469 -0.1 0.0 0.1 -0.298
C -4.201785 1.961603 -1.408222 0.0 0.0 0.1 0.008
C -0.578563 -2.886911 -2.550522 0.0 0.0 0.0 -0.377
C 0.672620 -3.259835 -4.976126 0.0 0.0 0.0 -0.089
H 1.646202 -4.123021 0.312416 0.0 0.0 0.0 0.116
H 3.291029 -2.201581 0.306448 0.0 0.0 0.0 0.078
H -0.561157 -4.646741 -0.324486 0.0 0.0 0.0 0.078
H 1.163975 -3.405541 -5.929816 0.0 0.0 0.0 0.099
H 0.233224 5.546858 0.306626 0.0 0.0 0.0 0.100
H -0.930770 -3.592519 1.043814 0.0 0.0 0.0 0.098
H 0.076808 -5.318291 -4.799404 0.0 0.0 0.0 0.099
H 3.380357 -1.699455 1.995302 0.0 0.0 0.0 0.089
H 1.252126 -2.698892 2.261412 0.0 0.0 0.0 0.122
H 0.613745 -1.417852 1.255161 0.0 0.0 0.1 0.074
H -1.070856 -4.983184 -2.638936 0.0 0.0 0.0 0.104
H -0.042505 -0.811208 -2.726711 0.0 0.0 0.0 0.098
H 0.096665 3.527712 -1.401232 -0.1 0.0 0.0 0.059
H 4.888611 1.227437 1.872960 0.0 0.0 0.0 0.098
H -4.578118 2.300653 -2.362882 0.0 0.0 0.0 0.115
H 1.345608 -2.798682 -0.791526 0.0 0.0 0.0 0.107
H -5.081026 1.166209 1.787874 0.0 0.0 0.0 0.114
H 0.908595 1.906589 4.715316 0.0 0.0 0.0 0.116
H 0.672341 0.756687 2.567410 0.0 0.0 0.0 0.084
H 1.093981 -1.155963 -4.900846 0.0 0.0 0.0 0.112
H -6.065376 2.068506 -0.345526 0.0 0.0 0.0 0.100
H 5.124573 2.340698 4.072964 0.0 0.0 0.0 0.096
H 3.125592 2.685237 5.489972 0.0 0.0 0.0 0.099
H -1.422151 4.074614 -1.281288 0.0 0.0 0.0 0.053
```
Forces are in eV/Å.

---

(3)
Entry from OMol25: a structure of composition C13H25MnN10O3P (ωB97M-V/def2-TZVPD).

Energy ... -2775.67690 a.u.
Energy relative to the best compared isomer or geometry (same formula, charge and spin) ... 0.6 kcal per mole
Multiplicity ... 6
HOMO-LUMO gap (spin up / spin down) ... 8.5 / 9.4 eV
Charge ... +2

Structure (XYZ):
```
53
Properties=species:S:1:pos:R:3:forces:R:3:mulliken_spin:R:1
Mn -0.165142 -0.115325 0.289178 -0.1 0.0 0.0 4.870
P -1.795099 1.318784 -1.360662 -0.1 0.0 0.0 -0.001
O -3.358402 1.065334 -1.630755 0.0 0.0 0.0 0.012
O -1.652645 2.809803 -0.832642 0.0 0.0 0.0 0.000
O -1.279373 1.461832 -2.865456 0.0 0.0 0.0 0.008
N 2.349749 -3.367318 1.884879 0.0 0.0 0.0 0.008
N -0.295969 3.298793 2.981046 0.0 0.0 0.0 0.004
N -0.184433 1.562401 1.705512 0.0 0.0 0.0 -0.005
N 0.305046 -3.512956 0.835503 0.0 0.0 0.0 0.003
N 2.911245 3.386226 -1.549980 0.0 0.0 0.0 0.004
N -1.144845 -1.948689 -0.158456 0.0 0.0 0.0 0.007
N -1.600469 -4.233432 -0.187560 0.0 0.0 0.0 0.008
N 0.563430 3.654971 2.010228 0.0 0.0 0.0 0.000
N 1.285254 -1.412453 1.158141 0.1 0.0 0.0 0.019
N 1.328870 1.307000 -0.619003 0.1 0.1 0.0 -0.035
C 2.042642 1.185998 -1.737185 0.0 0.0 0.0 0.004
C 3.451806 -2.592761 2.450700 0.0 0.0 0.0 0.002
C 2.831584 2.230209 -2.197331 0.0 0.0 0.0 -0.003
C 2.394443 -4.827922 1.960201 0.0 0.0 0.0 0.000
C 1.408252 2.473000 0.034874 0.0 0.0 0.0 0.029
C 0.604156 2.588256 1.256175 0.1 0.1 0.0 -0.020
C -4.257424 0.924289 -0.519830 0.0 0.0 0.0 -0.006
C -0.739140 2.058722 2.798065 0.0 0.0 0.0 -0.001
C 1.338230 -2.705354 1.298522 0.0 0.0 0.0 0.016
C -2.147455 3.953534 -1.581936 0.0 0.0 0.0 0.001
C -0.838268 -3.173934 0.142718 0.0 0.0 0.0 0.032
C -1.517012 0.416654 -3.828299 0.0 0.0 0.0 0.001
C 2.204785 3.510164 -0.435240 0.0 0.0 0.0 0.004
H -1.181468 -0.548031 -3.438666 0.0 0.0 0.0 0.001
H -2.088468 4.803434 -0.910441 0.0 0.0 0.0 0.000
H 1.981383 0.246950 -2.271919 0.0 0.0 0.0 0.010
H 2.345558 -5.281912 0.968431 0.0 0.0 0.0 0.000
H -0.517279 3.946014 3.723457 0.0 0.0 0.0 0.000
H -2.470970 -4.099828 -0.671317 0.0 0.0 0.0 -0.002
H -1.436855 1.564434 3.453723 0.0 0.0 0.0 -0.001
H 3.087889 -1.883899 3.196677 0.0 0.0 0.0 0.000
H 3.341251 -5.122159 2.398671 0.0 0.0 0.0 0.000
H -1.521656 4.112322 -2.455949 0.0 0.0 0.0 0.000
H 4.138587 -3.270670 2.944844 0.0 0.0 0.0 0.000
H -2.575151 0.371440 -4.073964 0.0 0.0 0.0 0.000
H 4.002978 -2.059927 1.672745 0.0 0.0 0.0 0.000
H -2.010211 -1.912413 -0.685894 0.0 0.0 0.0 0.000
H -4.484972 1.900258 -0.093541 0.0 0.0 0.0 0.001
H -3.826047 0.281851 0.253582 0.0 0.0 0.0 0.005
H -5.166483 0.471466 -0.902370 0.0 0.0 0.0 0.000
H -1.331802 -5.181063 0.011954 0.0 0.0 0.0 -0.001
H 0.396484 -4.490387 1.051835 0.0 0.0 0.0 0.000
H 3.407532 2.127604 -3.108282 0.0 0.0 0.0 0.000
H 2.117701 -0.971211 1.526496 0.0 0.0 0.0 0.025
H 2.262255 4.448184 0.102460 0.0 0.0 0.0 0.000
H 1.604156 -5.225970 2.601936 0.0 0.0 0.0 0.000
H -0.939835 0.674066 -4.710273 0.0 0.0 0.0 0.000
H -3.178393 3.783619 -1.885603 0.0 0.0 0.0 0.000
```
Forces are in eV/Å.

---

Which of these has the lowest charge?
C24H24FeN3O8S2

---

What is the formula in the second record?
C24H24FeN3O8S2

---

The highest multiplicity belongs to which entry?
C13H25MnN10O3P

---

Among the records above, which one has the lowest energy?
C24H24FeN3O8S2